1.
C4H4N2O3 in the gas phase. Source: the OMol25 dataset; level of theory: ωB97M-V with the def2-TZVPD basis set.

```
! RIJCOSX wB97M-V def2-TZVPD def2/J DEFGRID3
* xyz 0 1
H 2.20 0.39 0.40
O 2.11 -0.38 -0.40
H 0.95 2.27 0.66
N -1.91 -1.06 -0.49
O 0.45 -1.51 -1.20
C 0.00 1.62 1.03
C -0.19 0.35 0.12
H -1.00 2.24 1.14
C 0.80 -0.43 -0.51
O -1.22 -2.90 -1.81
H 0.19 1.18 2.21
N -1.45 0.11 0.03
C -0.93 -1.87 -1.19
*
```

Computed properties:
**SMILES string**: Cc1nnc(=O)oc1O
**HOMO**: -9.37 eV
**Frontier orbital gap**: 8.296 eV
**Electronic energy**: -13331.8129 eV
**Relative energy (zero: lowest compared OMol25 entry of this formula, charge and spin)**: 390.6 kJ/mol

***

2.
A molecular structure, C30H51N2NiO2P2. Source: the OMol25 dataset; level of theory: ωB97M-V with the def2-TZVPD basis set.

```
! RIJCOSX wB97M-V def2-TZVPD def2/J DEFGRID3
* xyz 1 3
H 3.83 3.43 3.17
H 4.86 0.30 -0.19
H -0.03 3.66 -0.11
C -3.65 0.94 0.20
C 3.39 2.67 2.49
N -0.63 0.94 -0.99
H 3.02 5.46 1.44
H 2.38 -3.97 -1.33
H 4.22 2.16 1.98
H -4.12 -2.22 -0.22
H 1.14 -3.93 -0.04
C -0.76 2.40 -2.89
H -3.78 0.82 -0.89
C -3.60 -0.41 0.94
C 3.15 1.46 -0.83
H -2.25 -4.85 1.13
H 0.87 3.21 3.07
C 0.58 3.06 -0.82
C -1.51 1.44 -3.59
C -1.33 -0.03 -1.67
N 0.87 -1.23 -0.15
H -0.90 -4.18 0.19
C 1.26 3.95 2.36
C 1.54 -2.31 -2.92
H 2.86 1.93 3.12
C 4.24 2.49 -1.18
C 3.76 0.22 -0.15
H -1.87 1.65 -4.60
H 2.16 1.88 -2.76
C -0.60 -3.59 -2.74
H 1.64 4.82 2.92
H -2.58 -3.67 -0.17
H -4.66 -0.91 2.83
H 3.45 -0.69 -0.70
H -3.11 -0.04 3.05
H 3.46 0.13 0.90
C -4.00 -0.14 2.41
H -0.51 3.36 -3.35
C -1.78 0.21 -2.98
H -2.73 -2.23 3.57
H 2.62 4.78 -0.16
H -4.55 0.82 2.44
C -2.84 -2.97 2.76
C 0.08 -1.84 -0.94
H -0.19 -4.38 -3.40
C -1.43 -1.35 -0.97
H 0.46 -2.54 1.89
H -2.74 -3.98 3.21
H 1.88 -3.06 -3.66
H -3.86 -2.90 2.35
H 1.08 -1.47 -3.46
H -4.52 1.50 0.58
C 1.30 -4.04 -1.13
P 1.73 2.07 0.31
C 0.25 1.24 2.84
O -1.60 2.58 2.49
H 4.88 2.07 -1.98
H 3.81 3.44 -1.57
H -5.22 -0.84 -0.48
C -0.39 -2.97 2.44
C -1.74 -2.82 1.69
C 0.55 -2.95 -1.93
H -2.34 -0.57 -3.51
H 3.22 0.44 -2.74
C -4.60 -1.36 0.27
H 0.94 -5.05 -1.42
C 2.49 1.02 -2.15
C -1.87 -3.93 0.64
H -0.20 -4.05 2.59
O 0.35 1.73 3.95
H 4.18 4.39 0.62
H 1.09 3.76 -1.50
H -1.10 -2.85 -3.38
H 1.62 0.37 -1.96
H 2.42 -1.93 -2.38
H -0.44 -2.49 3.43
H -5.29 -1.77 1.04
C -0.32 2.12 -1.59
H -2.13 -2.01 -1.49
C 3.11 4.55 0.80
C -0.93 1.83 1.87
Ni 0.09 0.44 1.02
H -1.35 -4.07 -2.09
H 4.89 2.73 -0.32
H 0.42 4.30 1.73
C 2.42 3.38 1.52
P -1.80 -1.07 0.88
H -2.75 1.55 0.38
*
```

Computed properties:
**⟨S²⟩**: 2.04
**HOMO (alpha / beta)**: -10.33 / -10.28 eV
**Frontier orbital gap (alpha / beta)**: 5.612 / 5.776 eV
**Electronic energy**: -98624.3935 eV

***

3.
C3H6N2O2 in the gas phase. Source: the OMol25 dataset; level of theory: ωB97M-V with the def2-TZVPD basis set.

```
! RIJCOSX wB97M-V def2-TZVPD def2/J DEFGRID3
* xyz 0 1
C -0.40 -0.27 0.14
H -1.40 -1.36 -1.95
O 0.80 1.50 1.30
H 1.05 1.40 -1.39
H 1.68 1.81 1.51
H 1.72 -0.28 0.79
O -0.66 -0.82 -2.26
N 1.12 0.41 -1.21
H -2.00 -0.14 1.37
C 0.87 0.36 0.54
N -1.48 -0.84 0.85
H -1.19 -1.57 1.49
C -0.11 -0.23 -1.18
*
```

Computed properties:
**SMILES string**: NC1=C(O)N[C@H]1O
**HOMO**: -8.14 eV
**Frontier orbital gap**: 8.831 eV
**Electronic energy**: -10281.2598 eV
**Relative energy (zero: lowest compared OMol25 entry of this formula, charge and spin)**: 341.3 kJ/mol

***

4.
C10H7NO2S in the gas phase. Source: the OMol25 dataset; level of theory: ωB97M-V with the def2-TZVPD basis set.

```
! RIJCOSX wB97M-V def2-TZVPD def2/J DEFGRID3
* xyz 0 1
H -1.96 -2.07 0.21
C 1.19 2.10 0.77
C -0.14 0.18 -1.01
H -3.91 -2.62 -1.44
S -1.79 -0.57 -3.19
H -4.15 -1.70 -3.59
C -2.95 -2.13 -1.67
H 3.47 -0.09 3.13
C 2.81 0.45 2.42
C -1.15 -0.69 -1.57
C -1.84 -1.75 -0.90
H 0.63 2.89 0.15
H 1.09 -1.22 1.94
N 2.30 2.62 1.26
H 3.93 2.45 2.34
O 0.67 0.82 -1.59
C -3.05 -1.58 -2.97
C 3.07 1.85 2.07
C 0.77 0.75 1.21
O -0.42 0.38 0.40
C 1.46 -0.06 2.04
*
```

Computed properties:
**SMILES string**: O=C(Oc1cccnc1)c1cccs1
**HOMO**: -9.28 eV
**Frontier orbital gap**: 9.166 eV
**Electronic energy**: -26900.0951 eV
**Relative energy (zero: lowest compared OMol25 entry of this formula, charge and spin)**: 312.0 kJ/mol

***

5.
2 unconnected molecules or ions with the total composition C20H43F3NO7P2. Source: the OMol25 dataset; level of theory: ωB97M-V with the def2-TZVPD basis set.

```
! RIJCOSX wB97M-V def2-TZVPD def2/J DEFGRID3
* xyz 1 1
C 2.14 3.17 2.80
C -0.41 2.60 -1.30
H 1.80 4.15 2.46
H 2.91 -4.87 0.45
C 1.19 -4.78 1.68
H 0.21 1.73 -1.48
C -1.54 -1.06 2.75
C 1.58 -1.48 -2.05
H -3.76 3.47 -4.47
H -2.50 2.89 -1.78
H -0.79 -2.76 0.78
C -0.05 3.23 3.73
H 2.04 4.09 6.78
C -1.88 2.19 -1.21
H 4.75 -0.89 -1.09
O -2.12 0.83 -1.70
H -0.77 0.69 1.80
H -0.49 -3.62 -3.23
O -2.68 -1.06 2.02
C 1.34 -4.15 -0.83
H 2.54 2.62 1.94
O 1.05 2.42 3.32
H 1.31 -0.47 -1.75
H 3.59 2.37 4.17
N 2.96 -1.79 -1.67
H 1.81 2.58 5.87
H 4.08 3.85 3.35
H -1.37 -4.02 -1.76
O -1.35 1.69 -3.97
O -1.49 -1.68 3.79
C -0.39 -1.93 0.21
H 0.65 -4.98 -0.96
H -2.83 -2.71 -3.13
H -0.09 3.09 -0.38
H -2.45 -1.79 -1.71
H -0.24 3.28 -2.13
H 0.28 4.04 4.38
H -2.25 2.19 -0.19
C -4.41 2.63 -4.75
C 3.71 -0.61 -1.24
O -3.67 0.51 -3.73
H -4.47 2.10 -2.64
H -3.98 2.15 -5.63
C 2.50 3.40 6.08
H 1.19 -1.58 1.65
C -2.02 -2.16 -2.64
P 0.42 -2.65 -1.23
F 1.87 -5.65 2.42
F 0.75 -3.81 2.50
C 2.04 -4.22 0.54
H 2.11 -4.25 -1.60
C -1.59 -1.03 -3.59
H -0.74 2.59 4.27
C -0.92 -3.19 -2.32
H -5.39 3.04 -5.03
H 3.42 -2.18 -2.49
H -0.56 3.66 2.86
H -1.23 -1.36 -0.21
H -2.64 -0.42 1.30
H 2.42 -3.25 0.84
F 0.08 -5.40 1.22
H 1.39 -1.56 -3.12
C -0.39 -0.26 2.17
C 0.44 -1.00 1.11
H 3.33 -0.26 -0.28
H -1.99 -1.26 -4.58
O 2.81 4.14 4.92
H 3.68 0.21 -1.97
C -4.59 1.63 -3.62
H 3.41 2.99 6.54
H 0.26 -0.02 3.01
P -2.15 0.65 -3.30
H -0.51 -0.92 -3.70
H 0.98 -0.27 0.50
C 3.24 3.34 3.83
H -5.58 1.18 -3.64
*
```

Computed properties:
**HOMO**: -11.31 eV
**Frontier orbital gap**: 8.939 eV
**Electronic energy**: -63986.3616 eV